# 1
{"formula": "C2H3NOS", "method": "the ωB97M-V functional and the def2-TZVPD basis", "species": ["O", "C", "N", "C", "S", "H", "H", "H"], "xyz": [[0.6945, -0.1986, 2.2169], [0.7085, -0.2813, 1.0278], [-0.3167, 0.1961, 0.2512], [-0.3633, 0.1451, -1.0811], [-1.5330, 0.7327, -2.0626], [1.4419, -0.8265, 0.4107], [-1.1040, 0.6892, 0.6611], [0.4721, -0.4566, -1.4238]], "homo_lumo_gap_ev": 8.96, "homo_energy_ha": -0.33853, "smiles": "O=CNC=S"}

---

# 2
{"formula": "C2H3NOS", "method": "the ωB97M-V functional and the def2-TZVPD basis", "species": ["N", "C", "O", "H", "C", "S", "H", "H"], "xyz": [[1.3357, 1.5444, -0.0785], [1.2846, 0.3928, 0.1599], [1.4274, -0.7221, 0.3215], [1.3870, 2.3066, 0.5633], [-1.2974, -0.9155, -0.2449], [-2.0084, 0.4344, 0.2794], [-1.4954, -1.4678, -1.2803], [-0.6335, -1.5729, 0.2795]], "homo_lumo_gap_ev": 8.52, "homo_energy_ha": -0.32791, "smiles": "N=C=O.C=S"}

---

# 3
{"formula": "C2H3NOS", "method": "the ωB97M-V functional and the def2-TZVPD basis", "species": ["C", "C", "N", "O", "S", "H", "H", "H"], "xyz": [[1.2235, 0.9896, 1.1036], [1.1566, -0.1151, 0.2450], [1.3745, 2.0501, 1.5899], [-2.0954, 0.5565, -1.2686], [0.7315, -1.6380, 0.8724], [-1.5801, -0.0216, -1.8250], [-1.6382, 0.4217, -0.4388], [0.8275, -2.2432, -0.2785]], "homo_lumo_gap_ev": 7.73, "homo_energy_ha": -0.36160}

---

# 4
{"formula": "C2H3NOS", "method": "the ωB97M-V functional and the def2-TZVPD basis", "species": ["C", "C", "N", "O", "S", "H", "H", "H"], "xyz": [[-1.8061, 0.4750, -0.0639], [1.8518, -0.5780, 0.0553], [-0.6761, -0.0556, 0.0235], [3.0195, -0.4038, -0.0805], [0.7115, 0.7954, 0.2516], [-1.9175, 1.5763, -0.1267], [-2.7257, -0.1671, -0.1541], [1.5426, -1.6422, 0.0948]], "multiplicity": 3, "homo_lumo_gap_ev": [6.36, 6.93], "homo_energy_ha": [-0.21554, -0.36501], "s2": 2.0092}

---

# 5
{"formula": "C2H3NOS2", "method": "the ωB97M-V functional and the def2-TZVPD basis", "species": ["C", "C", "H", "H", "H", "N", "O", "S", "S"], "xyz": [[0.9387, 0.3183, -1.0831], [-0.6751, -1.5178, 0.4742], [-0.5580, 2.3196, 1.4380], [2.0580, 0.3614, -1.4223], [-0.3915, -0.4611, 1.1659], [0.7219, 1.3235, -0.3948], [-1.2269, -2.5080, 0.8185], [-0.7571, 1.4234, 0.2640], [-0.1100, -1.2593, -1.2604]], "homo_lumo_gap_ev": 9.03, "homo_energy_ha": -0.32327}

---

# 6
{"formula": "C2H3NOS2", "method": "the ωB97M-V functional and the def2-TZVPD basis", "species": ["C", "N", "S", "H", "O", "C", "S", "H", "H"], "xyz": [[-1.1370, 1.8107, 0.1279], [-1.7297, 0.8225, -0.0826], [-2.3299, -0.5710, -0.1855], [-1.2813, 2.8491, 0.1030], [0.8855, 0.4593, 0.0886], [1.3472, -0.5301, -0.3496], [1.3836, -2.1928, 0.2644], [1.8051, -0.5064, -1.4328], [1.0566, -2.1413, 1.4664]], "homo_lumo_gap_ev": 8.97, "homo_energy_ha": -0.31260, "smiles": "C#[N+][S-].O=CS"}

---

# 7
{"formula": "C2H3NP2", "method": "the ωB97M-V functional and the def2-TZVPD basis", "species": ["C", "C", "N", "P", "P", "H", "H", "H"], "xyz": [[-2.0310, 0.5686, 0.2322], [-1.1763, -0.3879, -0.5723], [-2.4866, 1.4015, 0.8846], [1.0502, 1.1710, 0.6665], [0.5296, 0.4612, -1.1282], [-0.7617, -1.0013, 0.2752], [-1.6292, -0.8666, -1.3137], [2.2714, 1.5634, 0.2348]], "homo_lumo_gap_ev": 8.58, "homo_energy_ha": -0.35995}

---

# 8
{"formula": "C2H3NP2", "method": "the ωB97M-V functional and the def2-TZVPD basis", "species": ["C", "C", "N", "P", "P", "H", "H", "H"], "xyz": [[1.2904, 1.9327, -0.0535], [0.5165, -0.7733, 0.3744], [2.1417, 2.6149, 0.3133], [-1.7903, 0.8595, -1.3129], [-0.0406, 0.7116, -0.2336], [-0.3825, -1.2846, 0.6242], [1.3007, -0.6098, 1.1154], [-1.1277, 1.8820, -1.8969]], "homo_lumo_gap_ev": [7.17, 7.17], "homo_energy_ha": [-0.30910, -0.30911]}

---

ΔE to the lowest compared entry with this formula, charge and spin: 0.043 1.342 3.159 3.266 3.135 3.367 0.699 2.175 (eV)
Max |F|: 1.8 3.6 2.3 9.8 4.8 3.7 7.0 3.2 (eV/A)
Energy: -16495.1551 -16493.8562 -16492.0389 -16489.8164 -27327.6425 -27327.4104 -22188.1639 -22186.6881 (eV)